Model one:
Molecular formula: C23H30BrMoO5
Method: DFT, ωB97M-V/def2-TZVPD

2S+1	3
total charge	-1
highest occupied orbital energy (alpha / beta)	-0.899 / -2.275	eV
LUMO energy (alpha / beta)	2.03 / 2.03	eV
⟨S²⟩	2.02

XYZ file:
```
60
Properties=species:S:1:pos:R:3:mulliken_spin:R:1
H -2.526 3.639 -1.341 0.000
C -1.437 0.316 -0.052 -0.030
H -1.382 -3.670 -5.579 0.000
O -1.339 -2.034 -4.405 0.000
C -1.381 -1.967 4.500 0.086
O 2.497 -1.002 -3.024 0.000
H -0.818 -1.851 6.646 -0.040
Br -0.420 2.524 4.401 0.024
H 1.194 3.080 -1.206 -0.001
C -0.840 -0.774 -4.441 0.000
C -0.209 -0.885 -2.008 -0.001
C -1.450 3.721 -1.207 0.000
H -2.285 -0.163 0.432 -0.027
H 2.464 0.544 2.653 0.044
C 2.217 0.683 4.846 -0.050
H -1.930 0.580 6.570 -0.004
C -1.282 -1.397 5.787 0.105
H -0.337 -3.876 -4.170 0.000
H -0.051 1.710 -4.114 0.000
H 1.694 -0.101 6.859 -0.006
Mo 0.007 -0.043 4.327 1.745
C -0.661 -3.177 -4.935 0.000
H 0.658 -0.790 -1.357 -0.001
H 1.370 -2.438 5.586 -0.057
C -0.843 2.353 -0.977 -0.007
C -1.049 1.406 -2.184 0.000
C 1.657 -1.506 5.133 0.177
H 2.374 1.733 5.026 0.006
C 1.618 -0.658 -3.780 0.000
H -2.789 1.002 4.067 -0.003
H -1.024 4.180 -2.098 0.000
C -1.858 -0.111 5.747 -0.042
C 1.829 -0.274 5.804 -0.057
C 0.602 2.485 -0.512 0.003
H 3.065 -2.015 -5.585 0.000
H 1.045 1.524 -2.754 0.000
O -1.619 1.721 0.066 0.009
H 3.036 -0.613 -6.688 0.000
H -0.527 -0.008 0.468 0.048
C 0.189 -0.338 -3.391 -0.001
H 1.849 -2.046 2.982 -0.005
O 1.808 -0.424 -5.096 0.000
H 1.097 1.523 -0.396 0.004
H -1.260 4.378 -0.361 0.001
H -2.232 -1.165 2.612 0.019
C 2.265 0.054 3.590 0.129
H -2.291 -0.348 -1.921 0.003
C -1.340 0.028 -1.550 0.010
H 0.615 2.987 0.453 0.001
H -1.928 1.741 -2.727 0.000
C 0.098 1.194 -3.172 -0.001
C -2.033 -1.041 3.664 0.093
C -2.334 0.101 4.434 -0.054
H -1.000 -2.929 4.202 -0.018
O -1.301 -0.013 -5.255 0.000
C 1.904 -1.300 3.757 -0.102
H -0.490 -1.935 -2.019 0.000
H 0.193 -2.864 -5.531 0.000
C 3.034 -0.931 -5.652 0.000
H 3.890 -0.519 -5.124 0.000
```

---

Model two:
Molecular formula: C23H30BrMoO5
Method: DFT, ωB97M-V/def2-TZVPD

2S+1	3
total charge	-1
highest occupied orbital energy (alpha / beta)	-1.032 / -2.356	eV
LUMO energy (alpha / beta)	2.11 / 2.11	eV
⟨S²⟩	2.01

XYZ file:
```
60
Properties=species:S:1:pos:R:3:mulliken_spin:R:1
C -1.327 -1.882 0.142 0.127
C 2.227 0.769 0.484 0.076
C -0.166 -0.822 -6.277 0.000
H -2.257 -0.368 -6.216 0.001
C -1.300 -1.325 1.479 -0.030
H 1.137 1.598 -4.767 0.000
C 1.633 -1.464 0.767 0.044
H -0.990 -2.876 -0.140 0.018
C -2.395 0.191 0.082 0.033
Br -0.253 2.484 -0.178 0.080
H 2.529 0.613 -1.739 -0.003
C 2.239 0.138 -0.803 0.084
C -1.322 0.060 -5.823 0.000
H 0.674 3.058 -3.873 0.010
H 1.894 -2.010 -1.408 0.000
O -1.137 -1.971 -8.530 0.000
H -2.229 -1.091 -1.771 0.005
H -0.143 1.778 -8.447 0.000
C 0.621 2.563 -4.852 -0.014
C -1.959 -0.043 1.440 -0.013
O 1.636 -0.606 -9.515 0.000
O -1.525 1.748 -4.110 -0.002
C 1.886 -1.241 -0.635 -0.021
C -1.062 1.455 -6.470 0.000
C 2.952 -0.915 -9.956 0.000
O 2.393 -1.255 -7.497 0.000
C -0.636 -3.078 -9.302 0.000
H -1.329 4.403 -4.620 0.001
H -0.439 -1.882 -6.352 0.000
H 2.563 1.777 0.709 0.010
H -1.015 4.221 -6.357 0.000
C -1.481 3.747 -5.483 -0.001
H -0.647 -0.084 -3.723 0.009
H 1.034 1.693 -7.102 0.000
H -1.462 -3.474 -9.891 0.000
H 2.999 -0.596 -10.992 0.000
H 0.196 -2.791 -9.957 0.000
O -0.992 -0.059 -9.756 0.000
C 0.209 -0.219 -7.647 0.000
C -2.001 -0.940 -0.719 -0.058
H 1.135 3.192 -5.588 0.000
H 3.691 -0.385 -9.347 0.000
H 3.138 -1.990 -9.877 0.000
H -2.985 1.033 -0.255 0.016
C 1.531 -0.725 -8.178 0.000
C -1.484 0.323 -4.324 0.003
H 0.713 -0.719 -5.624 0.000
C -0.699 -0.710 -8.776 0.000
H 1.466 -2.428 1.244 -0.007
H 1.788 -0.067 2.539 -0.002
C 1.823 -0.210 1.460 -0.035
H -2.557 3.651 -5.670 0.000
C 0.080 1.305 -7.484 0.000
C -0.850 2.382 -5.228 0.003
H -2.183 0.581 2.298 0.001
Mo -0.141 0.023 0.140 1.669
H -0.294 -3.829 -8.587 0.000
H -0.946 -1.833 2.370 0.001
H -1.983 1.770 -6.989 0.000
H -2.428 -0.098 -3.942 -0.004
```

---

Name the most stable of them. model one.

---

Model one:
Molecular formula: C3H14N2O2S
Method: DFT, ωB97M-V/def2-TZVPD

highest occupied orbital energy	-8.591	eV
LUMO energy	-4.96	eV

XYZ file:
```
22
Properties=species:S:1:pos:R:3:lowdin_charge:R:1
N -1.123 1.025 1.752 0.072
N 0.322 0.655 -1.040 0.091
H 2.788 0.330 -0.854 0.079
H -2.225 -0.756 -0.823 0.011
C 2.426 0.462 0.175 -0.490
H 0.881 0.514 2.388 0.107
H -1.961 -2.556 -0.912 0.041
C 1.012 1.015 0.239 -0.430
H -3.222 0.889 -1.524 -0.020
H 1.134 -1.917 -1.920 0.035
C 0.247 0.382 1.488 -0.230
O -2.576 0.560 -0.884 -0.341
H 0.182 -0.730 1.426 0.081
H -1.542 1.104 2.678 0.073
O -1.493 -1.659 -0.856 -0.276
H 1.009 2.103 0.346 0.135
H 0.693 -0.299 -1.229 -0.041
H 3.165 1.007 0.774 0.096
S 2.394 -1.364 0.278 0.857
H -0.717 0.649 -1.005 0.032
H -1.873 0.818 1.025 0.062
H 0.478 -2.232 -1.522 0.055
```

---

Model two:
Molecular formula: C3H14N2O2S
Method: DFT, ωB97M-V/def2-TZVPD

highest occupied orbital energy	-8.858	eV
SMILES	NC[C@H](N)CS.O.O
LUMO energy	0.55	eV

XYZ file:
```
22
Properties=species:S:1:pos:R:3:lowdin_charge:R:1
C 0.562 0.745 1.885 -0.528
H 0.358 -1.682 -1.187 0.064
H 2.411 -1.706 0.177 0.149
H 1.371 0.743 2.659 0.069
O -3.748 -0.937 -1.009 -0.071
S 0.095 2.540 1.688 0.662
H -3.077 -1.657 -1.304 0.086
H 2.564 0.418 -0.688 0.108
H -2.510 1.925 -2.515 0.081
H -0.580 -2.129 0.171 0.085
N 0.377 -2.069 -0.254 -0.031
O -1.991 1.150 -2.931 -0.120
H -3.543 -0.792 -0.122 -0.020
H 1.194 -1.642 1.636 0.092
C 1.104 0.134 0.587 -0.495
H 1.217 2.989 1.084 -0.151
C 1.335 -1.403 0.597 -0.259
H -0.116 0.083 2.490 0.090
H 0.277 0.383 -0.145 0.127
N 2.231 0.972 0.150 0.021
H -2.366 0.951 -3.817 0.039
H 2.835 0.986 0.849 0.001
```

---

Name the most stable of them. model two.

---

Model one:
Molecular formula: CHCl2NO
Method: DFT, ωB97M-V/def2-TZVPD

highest occupied orbital energy	-9.998	eV
SMILES	Cl[C@@H]1ON1Cl
LUMO energy	0.42	eV

XYZ file:
```
6
Properties=species:S:1:pos:R:3:lowdin_charge:R:1
C 0.577 0.101 -0.157 -0.787
Cl 1.899 -0.782 -0.434 0.815
N -0.679 -0.595 -0.061 -0.542
Cl -2.157 0.292 -0.545 0.537
O -0.261 -0.260 1.205 -0.164
H 0.622 1.244 -0.009 0.141
```

---

Model two:
Molecular formula: CHCl2NO
Method: DFT, ωB97M-V/def2-TZVPD

highest occupied orbital energy	-10.695	eV
SMILES	Cl[C@@H]1ON1Cl
LUMO energy	0.10	eV

XYZ file:
```
6
Properties=species:S:1:pos:R:3:lowdin_charge:R:1
H -0.633 -0.641 -1.020 0.177
Cl -1.470 -0.680 1.514 0.655
O 1.015 -0.468 0.492 -0.107
Cl 0.917 1.442 -1.413 0.515
C -0.325 -0.434 0.204 -0.823
N 0.495 0.781 0.223 -0.418
```

---

Name the most stable of them. model two.

---

Model one:
Molecular formula: C3H7NOS
Method: DFT, ωB97M-V/def2-TZVPD

highest occupied orbital energy	-9.378	eV
SMILES	O=CNCCS
LUMO energy	0.76	eV

XYZ file:
```
13
Properties=species:S:1:pos:R:3:lowdin_charge:R:1
C -2.280 -0.018 0.136 -0.309
H -1.217 1.419 0.871 0.093
H 0.635 -0.109 1.446 0.104
N -1.009 0.676 0.274 -0.005
H 3.008 -1.245 0.064 -0.167
S 2.418 -1.087 -1.137 0.630
H -2.109 -1.053 -0.265 0.132
C 1.256 0.373 -0.707 -0.464
O -3.378 0.350 0.492 0.033
H 0.775 0.622 -1.622 0.036
H -0.117 -1.123 0.287 0.085
C 0.241 -0.097 0.445 -0.256
H 1.778 1.293 -0.284 0.087
```

---

Model two:
Molecular formula: C3H7NOS
Method: DFT, ωB97M-V/def2-TZVPD

highest occupied orbital energy (alpha / beta)	-8.057 / -8.054	eV
LUMO energy (alpha / beta)	0.23 / 0.23	eV

XYZ file:
```
13
Properties=species:S:1:pos:R:3:lowdin_charge:R:1
H -0.599 0.948 -1.264 0.119
H 0.560 -1.217 -0.740 0.096
C -0.579 1.245 -0.152 -0.442
H -1.804 -0.704 0.485 0.098
S 1.910 0.311 0.513 1.011
H -1.331 1.904 0.233 0.093
N 0.585 1.839 0.415 -0.198
O 2.631 -0.350 -0.878 -0.377
C -0.860 -0.128 0.606 -0.235
H 3.495 -0.157 -1.068 -0.011
H 0.802 -1.749 1.105 0.097
C 0.521 -0.908 0.366 -0.363
H -0.936 0.179 1.724 0.113
```

---

Model three:
Molecular formula: C3H7NOS
Method: DFT, ωB97M-V/def2-TZVPD

highest occupied orbital energy (alpha / beta)	-8.355 / -8.114	eV
LUMO energy (alpha / beta)	0.07 / -0.58	eV

XYZ file:
```
13
Properties=species:S:1:pos:R:3:lowdin_charge:R:1
H 2.009 0.965 -2.454 0.095
C 1.256 1.374 -0.714 -0.385
H 1.543 1.984 0.134 0.142
C -0.252 1.145 -0.894 -0.113
H -2.690 -1.985 2.441 0.018
S -0.482 -1.370 2.131 0.532
N -1.756 -2.363 2.456 -0.496
H -0.862 1.605 -0.132 0.091
O 2.108 1.644 -1.776 -0.006
H 0.850 -0.844 -1.066 0.079
H -0.726 1.133 -1.869 0.100
H -1.659 -3.349 2.267 0.018
C 0.661 0.061 -0.524 -0.074
```

---

Name the most stable of them. model one.

---

Model one:
Molecular formula: C3H7NOS
Method: DFT, ωB97M-V/def2-TZVPD

highest occupied orbital energy	-9.024	eV
SMILES	C=NSCOC
LUMO energy	0.79	eV

XYZ file:
```
13
Properties=species:S:1:pos:R:3:lowdin_charge:R:1
H 0.277 2.631 0.162 0.086
C -1.676 0.163 0.357 -0.169
C 1.562 -1.842 -0.655 -0.155
S 1.378 0.761 -0.763 0.884
O -1.185 1.405 0.138 -0.216
H -1.242 -0.312 1.283 0.104
H -1.437 -0.526 -0.465 0.076
N 1.354 -0.784 0.059 -0.353
C 0.167 1.568 0.228 -0.588
H 0.370 1.284 1.257 0.085
H 1.487 -2.795 -0.147 0.057
H -2.787 0.215 0.352 0.102
H 1.732 -1.768 -1.806 0.090
```

---

Model two:
Molecular formula: C3H7NOS
Method: DFT, ωB97M-V/def2-TZVPD

highest occupied orbital energy	-9.011	eV
LUMO energy	-0.66	eV

XYZ file:
```
13
Properties=species:S:1:pos:R:3:lowdin_charge:R:1
C 0.164 0.374 1.041 -0.306
N -0.793 -0.384 1.072 -0.338
H 0.974 2.117 -0.014 0.057
H -0.414 1.743 -0.769 0.152
H 2.189 0.952 -1.908 0.146
H 0.864 0.418 1.786 0.083
C 1.509 0.461 -1.031 -0.307
O 2.441 -0.085 0.009 -0.271
H 0.913 -0.404 -1.690 0.139
C 0.530 1.219 -0.215 -0.235
S -1.998 -0.634 -0.276 0.540
H 2.570 -1.574 0.127 0.332
H -2.316 -2.063 0.534 0.011
```

---

Name the most stable of them. model one.

---

Model one:
Molecular formula: C3H7NOS
Method: DFT, ωB97M-V/def2-TZVPD

highest occupied orbital energy	-8.984	eV
LUMO energy	0.81	eV

XYZ file:
```
13
Properties=species:S:1:pos:R:3:lowdin_charge:R:1
C -0.735 0.599 -0.008 -0.209
H -0.448 0.958 0.931 0.083
C 0.098 -0.030 -0.838 -0.169
H 1.614 -1.690 1.121 0.050
N 2.162 -1.466 0.288 -0.221
H -2.566 1.592 -0.241 0.109
H -2.467 -0.104 -0.818 0.030
C -2.195 0.544 -0.118 -0.089
H 3.138 -1.699 0.362 0.017
O 1.966 1.155 0.721 -0.554
S 1.991 0.149 -0.347 0.848
H 0.123 -0.341 -1.834 0.041
H -2.682 0.332 0.781 0.063
```

---

Model two:
Molecular formula: C3H7NOS
Method: DFT, ωB97M-V/def2-TZVPD

highest occupied orbital energy	-8.978	eV
SMILES	COC/C=N/S
LUMO energy	0.96	eV

XYZ file:
```
13
Properties=species:S:1:pos:R:3:lowdin_charge:R:1
N -0.730 1.125 -1.815 -0.391
H 1.778 -0.750 2.630 0.081
H 1.625 -1.791 1.074 0.107
O 0.280 -0.092 1.343 -0.203
H 1.019 -0.324 -0.635 0.125
H -1.031 2.439 -3.686 -0.147
S -1.804 2.202 -2.593 0.700
C 0.089 -0.321 -0.042 -0.224
H -0.361 -1.303 -0.082 0.111
H -1.540 1.117 0.048 0.083
C -0.890 0.711 -0.637 -0.236
C 1.095 -1.185 1.887 -0.084
H 0.469 -1.827 2.508 0.076
```

---

Model three:
Molecular formula: C3H7NOS
Method: DFT, ωB97M-V/def2-TZVPD

highest occupied orbital energy	-9.089	eV
SMILES	NC(=O)CCS
LUMO energy	0.59	eV

XYZ file:
```
13
Properties=species:S:1:pos:R:3:lowdin_charge:R:1
C 0.555 0.290 0.163 -0.213
H 1.280 -0.455 0.023 0.096
H -1.322 -2.304 1.177 -0.161
H -1.116 -1.010 -0.461 0.097
H 0.716 1.013 1.003 0.122
H 1.583 2.401 -2.366 0.118
C -0.854 -0.256 0.390 -0.412
O -0.027 0.213 -2.234 -0.031
H 1.797 2.392 -0.707 0.125
H -1.608 0.523 0.702 0.076
N 1.452 1.841 -1.526 0.144
S -0.800 -1.414 2.100 0.530
C 0.554 0.877 -1.289 -0.490
```

---

Name the most stable of them. model three.